95
Properties=species:S:1:pos:R:3 method="wB97M-V/def2-TZVPD" relative_energy_kj_mol=730.9 total_energy_ha=-2203.602906 smiles="CCCCCCCCCCCB1OBOB(CN)O1.COC(=O)OC.COC(=O)OC.COC(=O)OC.COC(=O)OC" orbital_gap_ev=9.9
C 4.830 -0.708 -0.457
C 4.628 -2.259 0.028
C 3.835 -3.229 -1.026
C 2.872 -2.458 -2.104
C 1.537 -1.738 -1.417
C 0.126 -2.476 -1.806
C -1.093 -1.469 -2.238
C -1.169 -0.062 -1.402
C -1.612 -0.364 0.149
C -1.128 0.785 1.222
C 0.470 1.147 1.165
B 0.616 2.671 0.516
O -0.351 3.200 -0.506
B 0.453 3.541 -1.712
O 1.760 4.241 -1.631
B 2.493 3.712 -0.432
C 4.076 3.245 -0.614
N 4.360 2.624 -1.981
O 1.737 3.615 0.861
H 4.085 0.046 0.085
H 4.835 -0.539 -1.615
H 5.913 -0.378 -0.078
H 4.177 -2.262 1.128
H 5.723 -2.720 0.149
H 4.583 -3.987 -1.547
H 3.113 -3.915 -0.368
H 2.438 -3.303 -2.826
H 3.415 -1.691 -2.802
H 1.563 -0.614 -1.818
H 1.675 -1.775 -0.237
H 0.261 -3.240 -2.714
H -0.301 -3.150 -0.920
H -1.083 -1.273 -3.414
H -2.105 -2.059 -2.020
H -2.064 0.564 -1.884
H -0.216 0.611 -1.518
H -2.800 -0.361 0.163
H -1.253 -1.442 0.481
H -1.801 1.740 1.099
H -1.346 0.376 2.318
H 1.015 1.111 2.218
H 0.985 0.363 0.428
H 0.066 3.238 -2.805
H 4.406 2.475 0.220
H 4.731 4.211 -0.526
H 4.040 3.281 -2.747
H 5.407 2.494 -2.089
C 0.935 -8.782 -4.884
O 0.691 -7.390 -4.691
C -0.606 -7.024 -4.847
O -1.533 -7.768 -5.127
O -0.693 -5.686 -4.637
C -2.011 -5.156 -4.768
H 2.003 -8.962 -4.736
H 0.381 -9.376 -4.151
H 0.674 -9.082 -5.904
H -2.683 -5.605 -4.030
H -2.390 -5.311 -5.784
H -1.963 -4.080 -4.579
C 0.410 5.879 1.230
O -0.238 7.149 1.191
C 0.609 8.205 1.089
O 1.827 8.144 1.031
O -0.135 9.339 1.062
C 0.629 10.539 0.956
H -0.361 5.109 1.312
H 0.974 5.705 0.308
H 1.064 5.806 2.105
H 1.201 10.551 0.023
H 1.291 10.653 1.820
H -0.067 11.383 0.943
C -1.936 -6.442 0.521
O -2.643 -6.443 1.760
C -2.394 -5.364 2.545
O -1.644 -4.439 2.276
O -3.126 -5.493 3.681
C -2.963 -4.422 4.608
H -2.210 -7.349 -0.025
H -2.220 -5.576 -0.085
H -0.855 -6.458 0.694
H -3.288 -3.475 4.165
H -1.923 -4.357 4.944
H -3.593 -4.629 5.478
C -2.726 5.313 2.895
O -3.518 4.141 3.076
C -4.092 4.038 4.301
O -3.983 4.841 5.214
O -4.810 2.887 4.334
C -5.475 2.645 5.572
H -2.316 5.291 1.882
H -3.340 6.213 2.999
H -1.891 5.328 3.604
H -6.199 3.439 5.783
H -4.750 2.553 6.388
H -6.017 1.699 5.486